117
Properties=species:S:1:pos:R:3:forces:R:3:mulliken_charge:R:1 method="wB97M-V/def2-TZVPD" gap_ev=9.941 energy_ev=-51807.85870 homo_energy_ev=-9.6 de_lowest_kj_mol=527.9 charge=0 smiles=CC(C)O.CC(C)O.CC(C)O.CC(C)O.CC(C)O.CC(C)O.CC(C)O.CC(C)O.CC(C)O.CCO
C -7.635793 0.262093 3.810728 -0.39 -1.53 -0.62 -1.05
C -7.710746 1.736881 3.989915 -0.49 -0.61 0.97 -0.21
O -7.373912 2.088998 5.332713 0.16 0.13 -0.28 -0.51
H -6.591518 -0.044025 3.748426 -0.09 -0.43 0.06 0.31
H -8.181089 -0.074317 2.928915 0.52 0.38 -0.80 0.34
H -8.208818 -0.357964 4.500120 0.42 0.43 0.94 0.30
H -8.764254 1.991223 3.873612 0.33 0.83 -0.43 0.30
H -6.962589 2.149402 3.313011 -0.64 0.70 -0.36 0.23
H -6.483142 1.743111 5.424858 0.19 0.09 0.52 0.30
C -11.362936 -3.716637 11.142494 -2.08 1.30 0.33 -1.14
C -12.656576 -4.278494 11.823517 1.54 -1.12 -2.16 0.40
C -13.054500 -5.555649 11.013994 -0.83 0.87 0.67 -1.37
O -12.261631 -4.580691 13.095126 0.50 -1.26 2.77 -0.53
H -11.006497 -2.877262 11.739565 0.10 0.02 -0.01 0.34
H -11.744317 -3.307259 10.207038 0.79 -0.09 -0.51 0.33
H -10.556858 -4.446985 11.072308 -0.39 -0.14 -0.22 0.29
H -13.502402 -3.617432 12.012413 0.04 0.52 -1.17 0.24
H -13.464210 -5.335644 10.028164 0.23 0.25 -0.06 0.36
H -13.880229 -6.032133 11.542415 0.05 -0.37 0.11 0.39
H -12.214606 -6.239947 10.893928 0.04 0.06 0.16 0.37
H -12.291206 -5.527823 13.248954 0.01 -0.04 0.10 0.30
C -13.304822 0.578014 17.181177 -1.44 -0.71 0.36 -1.32
C -12.095160 0.243561 18.000612 -2.41 -1.43 -0.26 0.38
C -12.437530 -0.620957 19.225898 0.67 1.74 1.45 -1.16
O -11.285695 -0.593362 17.259191 2.69 0.00 -1.37 -0.56
H -13.934422 -0.310418 17.132137 0.07 -0.45 -0.43 0.32
H -13.052831 0.871377 16.162088 -0.14 0.48 0.23 0.33
H -13.976200 1.216646 17.755204 0.20 0.80 -0.43 0.38
H -11.655779 1.227294 18.165860 0.93 -0.52 0.64 0.30
H -11.454188 -0.711476 19.687365 -0.11 -0.46 0.42 0.31
H -12.866762 -1.616546 19.113385 0.11 0.14 -0.90 0.32
H -13.073392 -0.118302 19.954695 -0.09 0.22 0.06 0.37
H -11.734518 -1.338252 16.852637 -0.47 0.20 0.21 0.34
C -14.853695 7.569543 14.383099 1.15 -1.84 -0.04 -1.08
C -13.351936 7.623132 14.106773 -0.43 -0.67 -2.53 0.09
C -12.999669 7.945829 12.584281 0.51 -0.77 0.86 -1.20
O -12.867809 8.663536 14.852716 0.64 1.72 0.66 -0.52
H -14.801443 7.360506 15.451591 -1.02 0.65 0.19 0.29
H -15.254771 6.658471 13.939034 -0.39 0.15 -0.27 0.31
H -15.375042 8.459102 14.029554 -0.03 -0.04 0.38 0.36
H -12.848874 6.737601 14.495184 -0.11 -0.29 -0.43 0.37
H -12.015336 8.412905 12.552250 0.03 0.18 0.23 0.36
H -13.704592 8.640056 12.126862 -0.22 -0.04 0.14 0.30
H -12.868851 7.086524 11.926574 -0.50 -0.24 0.12 0.35
H -13.320823 9.360025 14.371795 0.38 1.19 0.68 0.37
C -22.899452 5.394803 10.926204 -0.37 0.30 0.36 -1.19
C -22.477933 4.824565 12.246575 0.39 -1.24 0.86 0.45
C -22.142463 3.315370 12.235751 0.09 0.95 -0.47 -1.18
O -21.350563 5.554483 12.689395 0.75 0.49 -0.14 -0.56
H -23.326721 6.357086 11.208253 -0.12 0.18 -0.66 0.29
H -23.649656 4.763747 10.449692 -0.03 0.12 -0.03 0.34
H -22.057627 5.549011 10.251186 0.04 -0.11 0.10 0.32
H -23.223511 5.012026 13.019281 -0.68 -0.20 -0.25 0.26
H -23.020447 2.720509 11.984003 0.04 -0.11 0.23 0.33
H -21.692887 3.040662 13.189963 -0.26 -0.22 0.04 0.33
H -21.385343 3.161300 11.466886 0.05 -0.14 -0.06 0.29
H -21.251784 5.409494 13.633227 0.09 0.00 0.02 0.31
C -21.778272 5.065735 1.798528 -0.23 -0.44 -1.03 -1.09
C -23.175237 5.660157 1.884813 0.22 -1.07 0.23 0.18
C -23.813773 5.299209 3.244113 0.48 0.54 -1.78 -1.11
O -23.126453 7.035900 1.693351 0.10 1.12 0.08 -0.53
H -21.544225 5.068673 0.733954 0.64 0.28 0.05 0.32
H -21.753223 4.008936 2.064300 -0.06 0.02 0.37 0.31
H -21.045483 5.628063 2.377245 0.01 -0.02 0.01 0.32
H -23.708074 5.328284 0.993731 -0.51 -0.42 0.35 0.34
H -22.984218 5.474647 3.929050 -0.44 -0.13 0.62 0.27
H -24.107484 4.250647 3.195540 -0.16 0.13 0.49 0.33
H -24.631393 6.011354 3.355687 -0.16 -0.40 0.54 0.34
H -22.562271 7.379344 2.390009 0.12 0.43 0.07 0.33
C -13.062591 2.663907 -1.066439 3.47 0.99 -1.01 -1.07
C -12.820445 2.373564 -2.596167 -3.03 0.36 2.30 0.29
C -11.708943 1.445162 -2.952949 1.06 -0.22 -0.61 -1.25
O -14.129141 1.810363 -2.856146 0.00 -0.55 -1.70 -0.56
H -12.961609 1.718891 -0.532735 -0.83 0.11 0.21 0.32
H -13.836065 3.393706 -0.827181 -0.55 -0.88 -0.29 0.31
H -12.168020 3.214139 -0.774713 0.44 0.12 0.55 0.32
H -12.853234 3.304665 -3.161919 0.46 -0.05 -0.03 0.29
H -10.692565 1.826882 -2.856200 -0.09 0.55 0.55 0.35
H -11.707325 1.219958 -4.019433 -0.55 -0.24 -0.07 0.34
H -11.706014 0.511946 -2.389729 -0.34 -0.06 0.06 0.32
H -14.129679 0.911641 -2.518678 -0.05 -0.13 0.05 0.34
C -12.970064 -4.650218 3.634806 0.21 1.98 0.58 -1.19
C -12.136745 -5.641660 2.909071 -1.38 -1.30 1.56 0.38
C -12.028624 -6.900289 3.808499 0.93 0.28 -1.54 -1.27
O -12.815732 -5.901788 1.706580 0.48 -0.36 -1.35 -0.55
H -12.618964 -4.464101 4.649784 0.14 0.03 0.09 0.35
H -14.029313 -4.895351 3.712245 0.08 -0.39 -0.21 0.30
H -12.891577 -3.709229 3.090300 -0.29 0.24 0.10 0.32
H -11.139161 -5.277557 2.663383 -0.08 0.07 -0.03 0.28
H -11.485157 -6.667490 4.724223 -0.11 -0.13 -0.01 0.36
H -11.440583 -7.568272 3.179115 0.09 -0.59 0.46 0.35
H -12.993350 -7.364344 4.013614 -0.07 0.21 0.08 0.34
H -13.516800 -6.546724 1.825592 0.01 -0.02 0.26 0.33
C -17.691097 9.008286 4.807946 0.31 0.08 0.39 -1.24
C -18.838509 8.924248 5.775310 -0.29 0.44 0.30 0.64
C -18.536974 9.490486 7.165110 -0.06 -0.48 0.21 -1.35
O -19.931836 9.618168 5.191723 -0.20 0.06 -0.33 -0.56
H -16.963902 8.284888 5.176694 0.43 0.23 -0.23 0.34
H -17.308210 10.028329 4.839814 0.31 -0.07 -0.10 0.31
H -17.931369 8.767273 3.772439 -0.30 -0.10 0.17 0.33
H -19.082624 7.873605 5.932297 -0.29 -0.25 -0.10 0.14
H -18.244529 10.539212 7.217522 0.02 0.00 -0.39 0.34
H -17.785125 8.892133 7.679697 0.23 0.01 -0.12 0.35
H -19.431186 9.362317 7.775060 -0.18 0.13 0.08 0.38
H -20.601230 9.806363 5.853603 0.00 -0.07 0.13 0.32
C -15.378501 2.313929 8.387971 0.68 -1.12 1.07 -1.19
C -15.264303 1.499872 7.126199 -1.99 0.58 -0.87 0.47
C -16.704850 1.257008 6.576064 0.08 0.46 -0.72 -1.29
O -14.624704 2.304861 6.127675 -0.08 -0.33 -0.15 -0.54
H -15.921333 3.249642 8.254221 0.40 -0.01 -0.09 0.31
H -14.370582 2.380693 8.797534 0.20 0.95 -0.04 0.38
H -15.844714 1.744062 9.191710 -0.55 -0.13 -0.12 0.33
H -14.715621 0.567242 7.257518 -0.03 -0.09 0.16 0.22
H -17.265629 2.191465 6.596446 0.17 0.31 0.34 0.31
H -17.372022 0.536539 7.049265 0.59 -0.25 0.39 0.36
H -16.716840 1.050560 5.505859 0.43 -0.42 -0.03 0.33
H -13.778481 2.597547 6.473862 0.11 0.04 0.06 0.32